# 1
Density functional theory data (the ωB97M-V functional and the def2-TZVPD basis) for a molecular structure, C6H13AlNO3 at a distorted geometry.

Largest force on an atom, eV/Å: 2.307
DFT total energy, eV: -20665.6580
LUMO energy, eV: 3.501
HOMO level, eV: -5.28
Charge: -1
ΔE to the lowest compared entry with this formula, charge and spin, kJ/mol: 0.0
Orbital gap, eV: 8.78

Each line ends with the Mulliken charge.
Positions of all 24 atoms, in Å:
C 2.917633 -2.154100 0.216317  -1.0921
C 2.915950 -0.732897 0.748864  -0.1616
O 1.708130 -0.305354 1.289118  -0.5331
Al 0.253567 -0.405598 0.224617  0.2874
N -1.048173 0.931303 0.748023  0.0278
C -2.346122 0.392691 1.036482  0.5051
C -3.041928 -0.355769 -0.082927  -0.9596
O -2.883249 0.511307 2.130788  -0.6054
C -1.219999 2.095304 -0.025874  0.6841
C -0.577677 2.245339 -1.390003  -1.0823
O -1.908345 3.025010 0.381544  -0.6475
H 2.719706 -2.873901 0.999925  0.2707
H 2.231632 -2.297058 -0.608375  0.2599
H 3.916869 -2.371270 -0.163751  0.3706
H 3.286962 -0.059366 -0.029756  0.2251
H 3.666586 -0.700814 1.544730  0.2928
H -0.452009 -1.845009 0.462450  -0.2888
H 0.705658 -0.319708 -1.315798  -0.3247
H -2.532998 -0.203145 -1.025810  0.2440
H -2.971991 -1.409475 0.146819  0.2952
H -4.073189 -0.042137 -0.164302  0.3431
H -1.060528 3.075837 -1.882113  0.3451
H 0.476848 2.462161 -1.279372  0.2940
H -0.683333 1.336649 -1.961596  0.2500

Cartesian forces, eV/Å:
C 0.5101 0.0120 -0.1706
C 0.1491 -0.0305 0.5483
O -0.7145 0.1180 -0.7130
Al 0.4286 -0.4736 0.8341
N -0.2370 -0.3029 -1.6795
C -0.4094 0.6558 2.1735
C 0.3640 0.2806 -0.0032
O 0.6691 -0.3717 -1.4545
C -0.2700 0.6866 0.9572
C -0.0289 -0.1055 0.4538
O -0.0803 -0.4637 -0.3148
H -0.2909 -0.1394 0.2115
H -0.3325 -0.0185 -0.1086
H 0.1836 -0.0703 -0.0965
H -0.0576 0.1523 -0.2866
H 0.2135 0.0973 0.1350
H -0.1864 0.0862 0.0514
H 0.0539 0.1850 -0.0951
H 0.0649 0.0485 -0.2633
H -0.1240 -0.3072 0.0870
H -0.2803 -0.0051 0.1157
H -0.0916 0.2459 -0.0932
H 0.3489 -0.0689 -0.0537
H 0.1179 -0.2109 -0.2349

# 2
Density functional theory data (the ωB97M-V functional and the def2-TZVPD basis) for a single C5H7NO molecule at a distorted geometry.

Largest force on an atom, eV/Å: 1.263
DFT total energy, eV: -8835.6685
SMILES string: CC(=O)[C@@H](C)C#N
LUMO energy, eV: 0.686
HOMO level, eV: -10.32
ΔE to the lowest compared entry with this formula, charge and spin, kJ/mol: 51.6
Orbital gap, eV: 11.01

Each line ends with the Mulliken charge.
Positions of all 14 atoms, in Å:
C -1.798249 -0.619173 0.408929  -1.4302
C -0.600664 0.025899 -0.288071  0.5553
C -0.673368 1.496197 -0.304577  0.1314
N -0.680239 2.654347 -0.293187  -0.4374
C 0.737822 -0.333552 0.394480  0.4701
O 0.748122 -0.848004 1.486614  -0.5236
C 2.006060 -0.000117 -0.363657  -1.0729
H -1.754565 -0.432168 1.483596  0.3193
H -2.735598 -0.229942 0.004814  0.3931
H -1.774459 -1.701702 0.254335  0.3521
H -0.542399 -0.301291 -1.335209  0.2901
H 2.622794 -0.903228 -0.425575  0.3549
H 2.576555 0.750535 0.193637  0.2915
H 1.811715 0.383200 -1.369674  0.3062

Cartesian forces, eV/Å:
C -0.0659 -0.0122 0.0326
C -0.0623 -0.0089 -0.0025
C 0.0066 1.1020 -0.0197
N -0.0303 -1.2621 -0.0238
C 0.1808 -0.1789 0.3381
O 0.0181 0.1809 -0.5493
C 0.0434 -0.0062 -0.0193
H -0.0388 0.0173 -0.1580
H 0.1266 -0.0330 0.0602
H 0.0403 0.1705 0.0340
H 0.0212 0.0696 0.1451
H -0.1123 0.1497 0.0224
H -0.1303 -0.1238 -0.0447
H 0.0029 -0.0650 0.1849

# 3
Density functional theory data (the ωB97M-V functional and the def2-TZVPD basis) for a molecular structure, H28LiO18PZr at a distorted geometry.

Largest force on an atom, eV/Å: 5.998
DFT total energy, eV: -48060.4563
2S+1: 2
LUMO energy (spin up / spin down), eV: -10.901 / -15.194
HOMO level (spin up / spin down), eV: -18.85 / -18.85
Charge: +3
Orbital gap (spin up / spin down), eV: 7.95 / 3.65

Each line ends with the Mulliken charge.
Positions of all 49 atoms, in Å:
Li 0.408268 1.903561 -2.318666  0.8944
Zr 0.355040 1.695167 1.567101  0.7855
P -0.231162 -0.018764 -0.233907  1.0580
O 0.622757 1.291030 -0.419783  -0.7765
O -1.241285 0.930397 0.428911  -1.3040
O 0.534830 -0.325840 0.995162  0.4695
O -0.387944 -0.809443 -1.495249  -0.0235
O -2.631085 -2.290016 -1.437908  -0.6699
H -1.757280 -1.924219 -1.300431  0.3127
H -2.643903 -2.540178 -2.361749  0.3369
O 0.500073 -3.099571 -2.047309  -0.0938
H 0.578264 -3.524635 -1.193243  0.4875
H 0.138078 -2.235061 -1.852884  0.3656
O -1.810195 2.448831 2.494841  -0.5006
H -2.589161 2.025962 2.856260  0.2542
H -1.892248 3.366147 2.755672  0.2894
O 3.210602 -1.619225 -1.505659  -0.6233
H 2.509735 -0.970627 -1.571588  0.2634
H 3.710559 -1.515438 -2.315288  0.3476
O -2.698293 -0.795559 1.777340  -0.7049
H -2.388130 -0.054095 1.257463  0.3070
H -3.433238 -1.149216 1.276337  0.4039
O 1.527214 0.474177 -3.341381  -0.5733
H 0.929847 -0.272557 -3.383336  0.3789
H 1.777533 0.632701 -4.251568  0.2628
O -0.229320 0.529219 3.442507  -0.4426
H -0.739849 -0.279085 3.489715  0.2560
H 0.230627 0.571878 4.280869  0.2982
O 2.490075 -2.187806 1.091988  -0.6437
H 2.851194 -2.034779 0.218823  0.4760
H 1.867874 -1.472333 1.223130  0.1753
O -3.530332 0.222983 -0.869258  -0.6842
H -2.720507 0.555859 -0.482445  0.4111
H -3.313874 -0.665638 -1.151606  0.4557
O -0.710964 -2.603123 1.655066  -0.6444
H -0.069859 -1.898981 1.558175  0.1979
H -1.529656 -2.154789 1.867135  0.5159
O 2.352143 0.918543 2.430520  -0.3896
H 3.157080 0.875459 1.914335  0.2862
H 2.599499 0.576904 3.289781  0.2693
O 2.369474 3.069274 0.824861  -0.4091
H 2.920682 3.624658 1.376181  0.2914
H 2.831093 3.028935 -0.012702  0.2563
O -0.247834 3.644754 0.578548  -0.4213
H 0.327812 4.399079 0.452553  0.3050
H -1.070827 3.898496 0.160772  0.2832
O -0.771456 -1.199044 -4.158275  -0.6223
H -0.763800 -1.149363 -3.202396  0.4763
H -1.398154 -1.894631 -4.357416  0.3559

Cartesian forces, eV/Å:
Li 0.4372 -0.4330 -0.2273
Zr -0.7120 -0.4295 -0.5248
P 0.2569 2.2579 -2.2809
O 3.7925 2.4654 -3.9387
O -4.2275 -0.0639 1.1881
O 1.8130 -3.2313 3.4257
O 0.2073 0.4347 1.7142
O 0.0556 -0.5379 0.1973
H -0.0428 0.0122 0.1403
H -0.4846 -0.2725 -0.4393
O 1.0722 -1.8635 -1.6101
H 0.2815 -1.2428 1.5813
H -0.7817 2.3652 0.5114
O 1.3218 0.5704 -0.4752
H -0.4213 -0.7522 0.1595
H -0.1715 0.5893 0.1559
O -0.6189 -0.2204 0.1555
H -0.0867 0.5020 -0.2455
H 0.4747 -0.1636 -0.4091
O 0.1070 -0.0854 0.8196
H -0.2603 0.2031 -0.0856
H -0.6393 -0.1556 -0.0454
O -0.2548 0.8409 0.9513
H -0.2863 -0.5011 -0.5351
H 0.2576 0.0437 -0.5884
O 0.6366 0.6401 -0.2693
H -0.6611 -0.8350 -0.3530
H 0.1750 0.1226 0.6859
O -0.1594 -0.2478 0.3697
H 0.6209 -0.1818 -0.2969
H 0.0433 -0.0087 0.1139
O -0.1818 0.6481 0.0735
H -0.3535 0.3595 -0.1431
H -0.3102 -0.6223 -0.3378
O 0.6453 -0.6952 -0.4635
H 0.0395 -0.3392 0.3805
H -0.6229 0.1729 0.0605
O -0.6004 0.7074 0.1666
H 0.4827 -0.0290 -0.5023
H -0.0031 -0.4482 0.6076
O -0.8482 -0.2409 0.4598
H 0.3812 0.3637 0.5080
H 0.0779 -0.1996 -0.5933
O 0.1549 0.1028 0.3908
H 0.5992 0.4207 0.0293
H -0.9012 -0.1717 -0.0542
O 0.5143 0.1421 0.2271
H -0.6244 0.2358 -0.0522
H -0.1940 -0.2281 -0.6023

# 4
Density functional theory data (the ωB97M-V functional and the def2-TZVPD basis) for a single C36H49N5O7 molecule at a distorted geometry.

Largest force on an atom, eV/Å: 1.291
DFT total energy, eV: -59911.3922
LUMO energy, eV: -0.453
HOMO level, eV: -8.75
ΔE to the lowest compared entry with this formula, charge and spin, kJ/mol: 10.8
Orbital gap, eV: 8.29

Each line ends with the Mulliken charge.
Positions of all 97 atoms, in Å:
C -1.445572 -0.436954 -4.580617  -0.8919
H -1.693215 -1.281967 -3.940907  0.2280
C 0.031054 -0.461255 -4.959801  -0.8228
H 0.230973 0.330439 -5.685044  0.3888
C 0.930768 -0.262481 -3.741663  0.4256
C 2.416624 -0.346650 -4.094503  -1.4342
C 3.321415 0.251310 -3.017073  -0.4836
H 4.360001 0.199294 -3.348526  0.2546
H 3.062046 1.300541 -2.872126  0.3182
C 3.181739 -0.471994 -1.675905  0.0797
N 4.024410 0.098424 -0.628998  0.7407
C 3.694752 1.334431 -0.191139  0.4908
O 2.714203 1.910702 -0.639624  -0.6167
C 4.583410 1.997195 0.854300  -0.9521
C 3.892996 3.212948 1.477463  -0.8368
H 4.642847 3.856060 1.940689  0.5096
H 3.390870 3.771170 0.685141  0.3685
C 2.875164 2.818319 2.555756  -1.3728
N 1.719248 2.138757 1.994352  0.1252
C 0.633789 2.820313 1.478158  1.2461
C -0.282507 2.191672 0.702330  -0.9182
C -1.469742 2.833094 0.129808  0.3372
O -1.998175 3.859344 0.497535  -0.6970
O -1.936627 2.103819 -0.902355  0.0230
C -3.167630 2.507012 -1.506572  -1.6175
C -4.294127 1.636012 -1.015595  1.0192
C -4.806740 0.617877 -1.807670  -0.4469
C -5.839893 -0.177470 -1.342136  -0.4081
C -6.359866 0.031237 -0.075893  -0.5619
C -5.837092 1.030953 0.727683  -0.7242
C -4.809466 1.830440 0.260308  -0.3390
H -4.406380 2.617593 0.880638  0.4917
H -6.236421 1.190280 1.718019  0.4348
H -7.167458 -0.586927 0.286706  0.3875
H -6.237309 -0.964845 -1.964793  0.4407
H -4.402627 0.453552 -2.796115  0.3266
H -3.353117 3.557742 -1.257856  0.4438
H -3.026980 2.396564 -2.584424  0.5228
C -0.090622 0.753546 0.280793  0.9438
N 0.925613 0.142752 1.109999  1.6829
C 1.855737 0.773974 1.840365  -0.3066
O 2.755203 0.147417 2.388916  -0.8902
H 1.070782 -0.849501 0.989853  -0.4167
C -1.349864 -0.070694 0.442476  1.1510
C -1.769331 -0.927399 -0.568369  -0.0833
C -2.892894 -1.710036 -0.400767  -0.0454
C -3.593347 -1.640231 0.796589  -0.9043
C -3.182303 -0.795310 1.820177  -1.1040
C -2.057939 -0.017127 1.638932  -0.1340
H -1.726474 0.648284 2.421941  0.6060
H -3.750886 -0.762020 2.736525  0.5780
N -4.768992 -2.448866 0.974930  1.2306
O -5.358180 -2.363971 2.031440  -0.6705
O -5.101969 -3.170278 0.058675  -0.6739
H -3.242208 -2.373340 -1.176854  0.4687
H -1.222434 -0.959800 -1.497815  -0.0584
H 0.222812 0.730616 -0.775626  -0.5745
C 0.522936 4.264571 1.843719  -2.2311
H -0.388935 4.678892 1.429315  0.4947
H 1.372961 4.822660 1.457740  0.3625
H 0.490011 4.379575 2.926335  0.3608
H 2.552263 3.697561 3.110157  0.5103
H 3.339503 2.118623 3.255880  0.5214
H 5.503186 2.309156 0.353101  0.5969
H 4.840859 1.293801 1.645055  0.3601
C 5.149013 -0.706907 -0.184411  0.3373
C 6.272022 -0.731317 -1.219477  -1.7463
H 6.551883 0.281777 -1.498073  0.3639
H 7.136990 -1.241382 -0.805133  0.4725
H 5.955104 -1.276199 -2.104154  0.3073
H 5.531105 -0.301196 0.754086  0.6365
C 4.655452 -2.143815 0.107482  0.0120
O 5.031672 -3.106505 -0.530312  -0.6806
N 3.770278 -2.206816 1.114071  0.0799
H 3.497164 -1.366999 1.622142  0.1452
C 3.115832 -3.440539 1.492625  -1.3985
C 1.595534 -3.301753 1.404968  0.4687
C 0.860195 -4.607295 1.695862  -0.8160
C -0.650543 -4.417311 1.610943  -1.1277
H -1.165603 -5.349874 1.825250  0.4608
H -0.984185 -3.668886 2.327448  0.2787
H -0.940894 -4.087099 0.615337  0.2022
H 1.174033 -5.368063 0.979030  0.3917
H 1.128453 -4.958928 2.693785  0.3701
H 1.329459 -2.965198 0.398125  -0.0377
H 1.271067 -2.549952 2.130028  0.3573
H 3.404278 -3.711025 2.513898  0.2926
H 3.473852 -4.214945 0.809728  0.5306
H 3.442075 -1.523552 -1.793103  0.9805
H 2.144267 -0.396857 -1.341482  -1.1835
H 2.692297 -1.389081 -4.270644  0.3757
H 2.589881 0.201188 -5.023567  0.4485
H 0.689241 -1.027365 -2.999601  0.1013
H 0.721954 0.716197 -3.302039  0.2189
H 0.269217 -1.414676 -5.436680  0.3606
H -1.683970 0.480190 -4.045160  0.0711
H -2.070170 -0.490725 -5.469233  0.4723

Cartesian forces, eV/Å:
C 0.1981 -0.0359 -0.2098
H -0.0753 -0.0817 0.0986
C -0.1128 0.0257 0.3430
H 0.0692 -0.0228 -0.0631
C 0.1562 -0.1147 -0.4439
C -0.0192 0.1734 0.2740
C -0.0544 -0.1997 -0.0372
H 0.0701 0.0239 0.0346
H 0.0623 -0.0140 -0.0250
C -0.1783 0.3312 -0.3076
N -0.1667 -0.1335 -0.0768
C 0.4786 -0.1302 0.1560
O -0.2523 0.2464 -0.1464
C -0.1447 0.2352 0.0126
C -0.0681 -0.1620 0.0685
H 0.0131 0.0236 -0.0038
H 0.0661 0.0921 0.0613
C 0.4674 0.2131 0.0503
N -0.0522 -0.1586 0.2485
C -0.6402 0.0370 -0.3158
C 0.3734 -0.3411 0.0286
C -0.0365 0.5147 0.1922
O -0.1615 -0.0748 -0.0742
O 0.3370 0.0294 -0.1277
C -0.4015 0.2754 -0.0656
C 0.1734 0.0357 -0.0764
C -0.0397 0.1339 0.0276
C -0.0999 -0.0484 -0.0524
C -0.0871 -0.0206 -0.0327
C -0.0436 0.0432 0.0306
C -0.0508 0.0425 -0.0262
H 0.0588 0.1046 0.0706
H -0.0386 0.0131 0.1035
H -0.0602 -0.0793 0.0361
H -0.0381 -0.0806 -0.0528
H 0.0751 -0.0176 -0.1304
H 0.0539 -0.2122 -0.1400
H -0.0012 0.0152 0.1301
C 0.0373 0.1717 -0.2398
N -0.1299 -0.0734 -0.1472
C -0.5048 -0.2564 0.0515
O 0.4465 -0.0460 0.2746
H 0.0714 0.0852 0.1343
C -0.0769 -0.3221 0.0706
C 0.1073 0.1132 0.2619
C -0.2397 -0.2080 0.1733
C 1.0718 0.6961 -0.1849
C -0.1888 -0.2176 -0.0155
C 0.0893 -0.0958 -0.2000
H 0.0270 0.0669 0.1148
H -0.0243 0.0128 0.0290
N -0.3201 -0.3175 0.0851
O -0.2261 0.0012 0.2582
O -0.1695 -0.2064 -0.2224
H -0.0127 -0.0136 -0.0416
H 0.0763 0.0128 -0.1571
H -0.0779 -0.0578 0.1565
C -0.1104 0.0805 -0.0721
H 0.1091 -0.0044 0.0578
H 0.1441 0.0405 0.0293
H 0.0521 0.0225 0.0770
H -0.0281 -0.1032 -0.0251
H -0.1149 0.2089 -0.0341
H 0.0523 -0.0542 0.0034
H 0.0943 0.0036 -0.0803
C 0.4442 -0.0892 -0.1728
C -0.1622 -0.0582 0.2510
H 0.0163 0.1048 0.0090
H 0.1048 -0.0748 -0.0383
H 0.0070 -0.0391 -0.0892
H -0.0909 -0.0177 -0.0905
C 0.0164 0.4269 0.3163
O 0.2185 -0.2217 -0.3167
N -0.1650 -0.0213 0.3054
H 0.0852 0.0413 -0.1588
C -0.1680 -0.0726 -0.1228
C 0.2531 -0.4028 0.1434
C -0.1350 0.3279 -0.0600
C 0.2107 -0.1509 0.0479
H -0.1491 -0.0573 0.0095
H -0.0858 0.0896 0.0628
H -0.0754 0.0496 -0.1002
H 0.0767 -0.0659 0.0211
H 0.0648 -0.0790 0.0199
H -0.0180 0.1027 -0.0595
H -0.0755 0.0954 -0.0163
H -0.0122 -0.0748 -0.0734
H -0.0400 0.0378 0.1466
H -0.0349 -0.0340 0.0089
H 0.0204 -0.1128 -0.0125
H 0.0140 -0.0578 -0.1088
H 0.0089 -0.0550 -0.0720
H -0.0718 0.0263 0.1299
H -0.0536 0.0527 0.1294
H 0.0505 0.0053 -0.0855
H -0.0862 0.1100 0.0845
H -0.1524 -0.0064 -0.0243